No. 1
A structure of composition C25H27CrN11O8, computed with ωB97M-V/def2-TZVPD.

Geometry as XYZ:
```
72
C25H27CrN11O8 ωB97M-V/def2-TZVPD
Cr 0.86966 -0.89070 -0.55568
O -0.25103 -0.91581 3.26819
C 0.28946 -1.04374 2.19824
O -0.14250 -0.58334 1.05432
C 1.62045 -1.75852 2.08035
C 2.30649 -2.24959 3.17115
C 3.53713 -2.85056 2.95891
C 4.02898 -2.94855 1.66448
C 3.28056 -2.43481 0.62179
N 2.10067 -1.84438 0.83445
H 1.86204 -2.14672 4.15123
H 4.11085 -3.23496 3.79162
H 4.98109 -3.41570 1.45726
H 3.62251 -2.49126 -0.40374
C 1.50127 2.17616 1.71719
C 2.33153 1.75535 0.55909
N 2.09791 0.75819 -0.28079
C 3.18086 0.67358 -1.13059
C 4.07019 1.64950 -0.82248
N 3.51707 2.31308 0.24163
C 5.42183 2.04067 -1.31015
O 5.91431 1.34353 -2.31147
O 5.98895 2.95407 -0.76820
C 3.20395 -0.43801 -2.11084
O 4.14054 -0.57366 -2.88384
O 2.17120 -1.21394 -2.02255
H 0.53317 1.68522 1.67098
H 1.36910 3.25866 1.72735
H 1.99298 1.89122 2.64949
H 3.97102 3.10130 0.68450
H 5.29793 0.62001 -2.60484
O -2.79471 1.41165 -0.91373
C -2.25735 2.34313 -0.37742
O -0.92978 2.40525 -0.20352
C -3.00083 3.55058 0.17749
N -2.04839 4.43324 0.87805
C -2.34142 4.30835 2.32172
C -3.84123 4.04954 2.39644
C -4.08033 3.11986 1.20405
H -3.44361 4.05966 -0.67889
H -2.17153 5.39233 0.58183
H -0.80305 3.29364 0.22292
H -2.01281 5.20000 2.85173
H -1.79063 3.45188 2.72064
H -4.38393 4.98807 2.26512
H -4.14875 3.60674 3.34243
H -5.08170 3.20868 0.79045
H -3.93243 2.07710 1.48585
N -0.22418 -4.82534 -1.35466
C 0.55089 -3.73205 -1.38854
N -0.05890 -2.67931 -0.89586
C -1.33842 -3.10769 -0.51186
C -2.41095 -2.40834 0.04058
C -3.55248 -3.13146 0.31063
C -3.64159 -4.50946 0.04035
C -2.59251 -5.20255 -0.52324
C -1.44587 -4.46454 -0.79758
H 0.04120 -5.73746 -1.68593
H 1.55073 -3.71987 -1.79382
H -2.34691 -1.34773 0.24093
H -4.40533 -2.62739 0.74431
H -4.55576 -5.03600 0.27851
H -2.66083 -6.25990 -0.74021
N -2.88239 -0.12193 -4.20684
N -1.75162 0.13896 -3.47493
N -1.07279 1.25484 -3.63129
C -0.15721 1.12474 -2.68633
N -0.31055 -0.01427 -2.00927
N -1.34214 -0.64912 -2.54843
H -2.74901 0.21792 -5.15023
H -3.10237 -1.10608 -4.13627
H 0.60129 1.85805 -2.48224
```

Properties
net charge = +1
Kohn-Sham gap (alpha / beta) = 8.92 / 8.60 eV
spin multiplicity = 4
LUMO energy (alpha / beta) = -2.66 / -3.04 eV
total energy = -3217.634630 hartree

Löwdin atomic charge list, values in e, 5 entries: number 1, Cr, carries 0.892; number 2, O, carries 0.116; number 3, C, carries -0.558; number 4, O, carries -0.146; number 5, C, carries -0.151

No. 2
A structure of composition C15H15NPb at a distorted geometry, computed with ωB97M-V/def2-TZVPD.

Geometry as XYZ:
```
32
C15H15NPb ωB97M-V/def2-TZVPD
C 2.63626 0.50052 -3.65938
C 1.40836 0.39375 -4.38077
C 0.81732 -0.86553 -4.05953
C 1.68455 -1.54057 -3.14330
C 2.81248 -0.69263 -2.90362
Pb 1.03538 1.42265 -0.53767
N 3.82529 0.77949 -0.27708
C 0.52885 3.68474 -0.64343
C -0.49345 4.05547 -1.45853
H -0.12411 -1.25189 -4.45143
H 1.00636 1.13972 -5.06779
H 1.51895 -2.52315 -2.70017
H 3.64563 -0.90749 -2.23816
H 3.32769 1.34251 -3.68842
H -0.24352 4.09019 -2.54986
H 0.64828 3.15140 0.49821
H 2.94671 1.28380 0.42574
H -1.47344 4.16354 -0.97296
H 1.60192 3.82977 -1.16066
C -0.38486 0.38134 0.68006
C -0.89182 -0.37445 1.53505
C -1.55704 -1.13938 2.50717
C -0.89833 -2.14485 3.25478
C -1.56434 -2.88252 4.25616
C -2.90723 -2.63419 4.54185
C -3.58515 -1.62649 3.82672
C -2.93533 -0.89934 2.83497
H 0.16750 -2.34142 3.04859
H -1.01444 -3.65479 4.81882
H -3.42963 -3.21404 5.31634
H -4.64398 -1.41891 4.05902
H -3.46489 -0.10725 2.28930
```

Properties
net charge = -2
Kohn-Sham gap (alpha / beta) = 4.41 / 3.71 eV
LUMO energy (alpha / beta) = 4.67 / 4.68 eV
total energy = -827.727712 hartree

Löwdin atomic charge list, values in e, 5 entries: number 1, C, carries -0.271; number 2, C, carries -0.258; number 3, C, carries -0.248; number 4, C, carries -0.232; number 5, C, carries -0.273